Entry from OMol25: a 8-piece molecular cluster, C28H44FNO24S overall (the ωB97M-V functional and the def2-TZVPD basis).

Each line ends with the Mulliken charge.
Element x y z (Å)
C: 2.1735 -0.6689 3.4526  -1.601
C: 1.9838 -0.9489 1.9606  1.743
C: 3.3654 -1.0705 1.3088  -1.619
C: 1.1442 -2.1998 1.6619  -1.475
C: -0.3560 -1.9658 1.4327  1.684
C: -1.0411 -3.2150 0.8676  -1.499
C: -1.0651 -1.4957 2.6869  -0.893
O: -2.4538 -1.1350 2.4362  -0.340
N: -2.7176 0.2307 2.4505  -0.087
S: -2.2790 1.0869 1.1058  1.139
O: -3.1568 2.1984 1.0067  -0.587
O: -0.8801 1.2806 0.9447  -0.460
F: -2.7271 0.0302 0.0563  -0.205
H: 2.7593 -1.4688 3.9106  0.333
H: 1.2444 -0.5440 4.0073  0.507
H: 2.7422 0.2542 3.5816  0.302
H: 1.4819 -0.0933 1.4934  -0.301
H: 3.8505 -1.9990 1.6151  0.371
H: 3.9872 -0.2415 1.6388  0.096
H: 3.2687 -1.0480 0.2217  0.479
H: 1.3170 -2.9737 2.4197  0.322
H: 1.5016 -2.6308 0.7217  0.285
H: -0.4324 -1.1813 0.6762  -0.214
H: -0.3785 -3.7202 0.1662  0.188
H: -1.3351 -3.9130 1.6537  0.364
H: -1.9428 -2.9344 0.3200  0.411
H: -0.5663 -0.6625 3.1804  0.502
H: -1.1165 -2.3197 3.4029  0.403
H: -2.3265 0.6773 3.2830  0.255
O: 1.0731 -5.4770 -0.5009  -0.449
C: 0.7984 -5.6352 -1.6471  0.651
O: -0.3613 -5.2546 -2.2233  -0.313
C: -0.2310 -5.3965 -3.6434  -0.366
C: 0.8687 -6.4369 -3.7599  -0.344
O: 1.6112 -6.2211 -2.5540  -0.290
H: -1.1791 -5.7085 -4.0712  0.281
H: 0.0608 -4.4332 -4.0640  0.265
H: 0.4807 -7.4563 -3.7525  0.258
H: 1.5154 -6.3000 -4.6214  0.297
O: 7.1907 -7.8036 0.4446  -0.525
C: 6.0263 -7.5923 0.5313  0.602
O: 5.0815 -8.5494 0.7100  -0.347
C: 3.8346 -7.9077 0.9927  -0.346
C: 4.0307 -6.5375 0.3738  0.120
O: 5.4512 -6.3706 0.4641  -0.330
H: 3.0173 -8.4721 0.5526  0.266
H: 3.7021 -7.8606 2.0750  0.282
H: 3.7362 -6.5098 -0.6754  0.070
H: 3.5213 -5.7413 0.9072  0.201
O: 6.3526 -0.5174 2.7464  -0.519
C: 6.5830 0.4399 2.0828  0.661
O: 7.6909 0.6393 1.3370  -0.360
C: 7.4547 1.7713 0.4831  -0.213
C: 6.3913 2.5334 1.2445  -0.020
O: 5.7283 1.4847 1.9547  -0.325
H: 8.3736 2.3339 0.3426  0.311
H: 7.0910 1.4172 -0.4803  0.216
H: 6.8142 3.2366 1.9651  0.267
H: 5.6853 3.0475 0.6011  0.026
O: -0.1284 1.3227 6.5653  -0.488
C: -1.2371 1.7369 6.5979  0.611
O: -2.2175 1.3759 5.7250  -0.264
C: -3.4672 1.8902 6.2011  -0.296
C: -3.0184 3.0494 7.0728  -0.360
O: -1.7178 2.6265 7.4933  -0.348
H: -4.0907 2.1883 5.3625  0.304
H: -3.9714 1.1087 6.7709  0.256
H: -2.9184 3.9787 6.5100  0.258
H: -3.6507 3.2163 7.9399  0.306
O: 5.1456 2.1124 -1.9053  -0.520
C: 4.0379 2.5051 -1.7234  0.676
O: 2.9607 2.1492 -2.4522  -0.348
C: 1.7820 2.6171 -1.7831  -0.017
C: 2.3231 3.7649 -0.9506  -0.376
O: 3.6820 3.3631 -0.7388  -0.365
H: 1.0371 2.9177 -2.5142  0.279
H: 1.3863 1.8080 -1.1672  0.019
H: 2.3203 4.7113 -1.4933  0.272
H: 1.8211 3.8896 0.0044  0.323
O: -4.9765 3.9461 -5.0282  -0.530
C: -4.9509 3.4991 -3.9256  0.601
O: -6.0413 3.0915 -3.2396  -0.332
C: -5.6044 2.4137 -2.0543  -0.350
C: -4.2187 2.9946 -1.8472  0.133
O: -3.8345 3.3324 -3.1889  -0.333
H: -6.2907 2.6143 -1.2371  0.299
H: -5.5813 1.3415 -2.2547  0.286
H: -4.2314 3.9042 -1.2466  0.263
H: -3.5099 2.2960 -1.4219  -0.085
O: -7.8435 9.2037 -6.1246  -0.524
C: -7.7008 8.0588 -6.4050  0.655
O: -6.5276 7.4864 -6.7522  -0.347
C: -6.7056 6.0622 -6.7886  -0.098
C: -8.1998 5.9407 -7.0200  -0.313
O: -8.6982 7.1405 -6.4208  -0.345
H: -6.1009 5.6330 -7.5820  0.314
H: -6.3936 5.6404 -5.8363  0.122
H: -8.4625 5.9453 -8.0796  0.239
H: -8.6449 5.0731 -6.5407  0.289

spin multiplicity	1
gap between HOMO and LUMO	0.387	Ha
electronic energy	-3451.90421	hartree
LUMO	-0.06	eV